{"formula": "C17H27B3BrCaClCsF3O24P2S2V", "method": "the ωB97M-V functional and the def2-TZVPD basis", "gap_ev": 1.10, "spin_multiplicity": 1, "total_charge": -1, "energy_ev": -244871.54326, "e_homo_ev": -4.4, "elements": ["O", "P", "B", "O", "B", "Br", "O", "B", "C", "P", "O", "O", "O", "O", "H", "H", "H", "H", "H", "H", "C", "S", "O", "C", "H", "H", "H", "H", "H", "H", "C", "C", "O", "C", "H", "H", "H", "H", "H", "H", "O", "V", "O", "Cl", "Ca", "C", "O", "O", "O", "Cs", "C", "C", "O", "C", "O", "C", "F", "F", "F", "H", "H", "H", "H", "H", "C", "C", "C", "O", "C", "C", "C", "O", "O", "O", "H", "H", "H", "H", "O", "S", "O", "O", "O"], "coordinates": [[-4.26792, -2.61428, 1.30391], [-3.33743, -1.56956, 0.66439], [-2.48261, -0.60230, 2.11238], [-1.64021, -1.39682, 2.96298], [-0.37530, -0.63274, 2.94667], [1.32626, -1.40094, 2.23342], [-0.50041, 0.69339, 3.43233], [-1.34150, 1.29490, 2.42831], [-0.69491, 2.42780, 1.51008], [-1.24452, 2.28892, -0.26687], [-2.14991, 1.09897, -0.54269], [0.09984, 2.14100, -1.25738], [-1.98805, 3.73336, -0.71416], [-2.65610, 0.79325, 2.28809], [-2.25989, -2.23051, -0.06449], [-4.03893, -0.68363, -0.22726], [-0.82218, 3.47764, 1.89248], [0.41865, 2.25521, 1.51667], [0.12151, 1.20756, -1.57029], [-2.80217, 3.75980, -0.18560], [2.99138, -1.32919, -3.70082], [1.20428, -1.36929, -3.48152], [0.77147, -0.00042, -3.05699], [1.23023, -2.39704, -2.00343], [3.22039, -0.69716, -4.55811], [3.46651, -0.91677, -2.80850], [3.35654, -2.33976, -3.88921], [1.81770, -1.90325, -1.22648], [1.65485, -3.37468, -2.23501], [0.20335, -2.52014, -1.65746], [5.59347, 3.10142, -1.03208], [4.40223, 2.37216, -1.58709], [4.23950, 1.18166, -1.38777], [3.42419, 3.17338, -2.39739], [6.21593, 2.40379, -0.46983], [6.18164, 3.51824, -1.85245], [5.26324, 3.89754, -0.36089], [3.92857, 3.59364, -3.27098], [2.99575, 3.97218, -1.78723], [2.61666, 2.52234, -2.73636], [5.36695, 0.61888, -6.83574], [5.61649, 1.86136, -5.64131], [5.86483, 3.10454, -4.44299], [-1.77444, -4.14720, 0.21852], [-5.78386, -1.03022, -0.83753], [-4.60055, 1.07169, -4.35657], [-3.93969, 1.76790, -5.13410], [-5.06365, -0.08344, -4.63200], [-4.90921, 1.42049, -3.16686], [0.39332, -3.63133, 2.81414], [-0.04282, -11.63413, -1.52603], [-0.07623, -10.98844, -0.15595], [0.80122, -9.85380, -0.10604], [0.30154, -8.71089, -0.58985], [-0.79294, -8.58721, -1.04717], [1.31638, -7.58288, -0.42973], [2.55340, -7.95785, -0.77993], [1.38732, -7.16185, 0.84441], [1.01713, -6.52086, -1.17148], [0.98166, -11.88747, -1.80517], [-0.64756, -12.54187, -1.53822], [-0.42418, -10.95427, -2.28982], [0.28644, -11.69228, 0.59345], [-1.09062, -10.70583, 0.13082], [-0.74349, 7.70403, 2.67854], [-1.15975, 6.90082, 1.69693], [-2.52051, 7.03162, 1.10628], [-2.84041, 6.28510, 0.20361], [-3.41365, 8.05579, 1.64972], [-2.99990, 8.85788, 2.63328], [-1.62689, 8.74492, 3.20761], [-1.28603, 9.50870, 4.09035], [-3.80242, 9.80819, 3.15439], [-0.37023, 5.93030, 1.18836], [0.24270, 7.62014, 3.11405], [-4.40472, 8.12824, 1.22362], [-3.27011, 10.24636, 3.84253], [-0.90313, 5.49759, 0.48985], [0.18968, -0.93680, 8.53233], [-0.35550, -0.28662, 7.32809], [-0.12443, 1.16717, 7.41731], [-1.80658, -0.53756, 7.23536], [0.31237, -0.82855, 6.12955]]}


{"formula": "C17H27ClF3N4O5S", "method": "the ωB97M-V functional and the def2-TZVPD basis", "gap_ev": 5.76, "spin_multiplicity": 1, "total_charge": 1, "energy_ev": -65759.64107, "e_homo_ev": -10.1, "elements": ["O", "C", "O", "C", "C", "N", "C", "N", "C", "S", "O", "O", "C", "F", "F", "F", "C", "Cl", "C", "C", "C", "C", "N", "C", "C", "C", "C", "N", "H", "H", "H", "H", "H", "H", "H", "H", "H", "H", "H", "H", "H", "H", "H", "H", "H", "H", "H", "H", "H", "C", "C", "O", "H", "H", "H", "H", "H", "H"], "coordinates": [[0.24417, -3.56801, 5.52041], [-0.59389, -2.66839, 5.22766], [-1.69421, -2.52831, 6.12707], [-0.33002, -1.75251, 3.94334], [-1.65289, -1.45012, 3.05522], [-1.56668, -2.05251, 1.66702], [-1.13903, -1.31145, 0.65896], [-0.74077, 0.13783, 0.72691], [0.11215, 0.47958, -0.49661], [-0.96512, 1.52994, -1.58408], [-2.24775, 0.81002, -1.99185], [-0.29761, 1.91196, -2.89871], [-1.43709, 3.17889, -0.79213], [-0.38185, 4.13921, -0.89327], [-2.51554, 3.70474, -1.56347], [-1.75957, 3.07606, 0.57554], [0.47389, -1.03398, -0.96822], [1.40831, -1.88749, 0.38575], [0.88096, -1.31189, -2.49248], [2.45366, -1.51750, -2.75202], [3.18438, -0.29226, -3.48740], [3.16460, 1.09407, -2.68302], [4.12527, 1.17670, -1.54946], [5.06301, 2.29071, -1.34634], [5.88841, 2.10357, -0.05853], [5.43719, 0.75182, 0.59346], [4.35837, 0.30906, -0.41735], [-0.91661, -1.62283, -0.76760], [-2.54656, -2.43581, 5.64530], [0.52617, -2.22329, 3.35569], [0.07960, -0.74593, 4.34569], [-1.78492, -0.31894, 3.04056], [-2.56784, -1.88354, 3.60392], [-1.79879, -3.04843, 1.51853], [-1.67879, 0.55144, 0.49786], [1.07819, 0.93069, -0.08541], [0.35592, -2.29090, -2.81405], [0.51864, -0.51255, -3.23458], [3.06831, -1.78240, -1.82789], [2.54915, -2.42550, -3.46511], [4.26708, -0.62502, -3.72912], [2.69589, -0.08580, -4.51330], [2.13282, 1.39540, -2.28370], [3.48854, 1.91400, -3.43347], [5.07916, 3.13514, -2.10614], [6.66343, 2.82533, 0.35120], [5.80897, 0.29837, 1.56470], [3.82861, -0.67152, -0.19470], [-0.86967, -2.65906, -0.78150], [-6.13702, 0.14401, 0.20187], [-5.38498, 1.40933, 0.56172], [-3.98371, 1.15188, 0.61090], [-5.93669, -0.64300, 0.93429], [-7.21325, 0.32651, 0.16614], [-5.81213, -0.23566, -0.77142], [-5.69624, 1.77312, 1.54298], [-5.57156, 2.19742, -0.17359], [-3.71408, 0.83785, -0.26622]]}


{"formula": "C17H27CsIN5O3S2", "method": "the ωB97M-V functional and the def2-TZVPD basis", "gap_ev": 7.89, "de_lowest_ev": 0.018, "spin_multiplicity": 1, "energy_ev": -61980.52827, "e_homo_ev": -8.3, "elements": ["Cs", "N", "C", "C", "O", "O", "H", "H", "H", "H", "C", "C", "C", "S", "O", "C", "C", "C", "H", "H", "H", "H", "H", "H", "H", "H", "H", "H", "H", "H", "H", "H", "I", "C", "C", "N", "N", "C", "H", "H", "H", "N", "C", "S", "C", "C", "C", "N", "C", "C", "H", "H", "H", "H", "H", "H"], "coordinates": [[-1.32824, -0.50604, -0.41091], [-0.59093, 2.30915, 4.02979], [0.49403, 1.65234, 3.30494], [0.08820, 1.30852, 1.87353], [-1.00554, 1.78528, 1.44680], [0.85913, 0.57400, 1.21769], [-1.01037, 2.99724, 3.41414], [-0.23742, 2.79115, 4.84607], [0.76994, 0.71965, 3.80012], [1.40868, 2.25316, 3.22634], [2.99165, -5.31448, 1.76299], [3.65174, -4.68384, 0.54233], [2.66193, -4.35127, -0.57117], [1.60571, -2.94517, -0.12934], [0.44808, -2.95684, -1.09215], [2.67363, -1.56233, -0.62028], [2.53701, -1.12374, -2.07406], [2.97625, -2.12776, -3.13274], [3.72933, -5.54261, 2.53205], [2.49191, -6.24640, 1.49201], [2.24577, -4.65119, 2.20190], [4.39997, -5.36660, 0.13390], [4.19925, -3.78242, 0.83346], [1.95003, -5.16600, -0.72037], [3.15547, -4.14628, -1.51668], [3.69702, -1.85893, -0.37397], [2.38565, -0.74997, 0.05078], [3.13056, -0.21062, -2.16806], [1.50450, -0.82921, -2.27421], [3.99778, -2.47448, -2.95525], [2.95039, -1.67671, -4.12579], [2.31497, -2.99373, -3.15541], [-5.40525, -1.50320, 5.61813], [-4.31625, -0.78751, 4.02450], [-3.44088, 0.27621, 4.02154], [-2.97404, 0.37411, 2.76977], [-3.46897, -0.56738, 1.95594], [-4.29383, -1.28152, 2.71082], [-3.11002, 0.94613, 4.79577], [-2.27758, 1.04331, 2.40463], [-4.83570, -2.11713, 2.29844], [0.13986, -0.95443, -8.52684], [0.79552, -1.44493, -7.46348], [2.27662, -2.14906, -7.56414], [0.08637, -1.27006, -6.16475], [0.12741, -2.26388, -5.19758], [-0.52052, -2.05609, -3.99139], [-1.18935, -0.93609, -3.70350], [-1.22309, 0.01389, -4.63462], [-0.61097, -0.10225, -5.87277], [0.55956, -1.04602, -9.43677], [-0.81603, -0.65006, -8.45748], [0.67514, -3.17720, -5.38334], [-0.47442, -2.80270, -3.20781], [-1.75902, 0.92136, -4.37867], [-0.64641, 0.72437, -6.57035]]}


{"formula": "C17H27FNO4", "method": "the ωB97M-V functional and the def2-TZVPD basis", "gap_ev": 7.55, "spin_multiplicity": 1, "total_charge": 1, "energy_ev": -30457.69149, "e_homo_ev": -12.1, "elements": ["C", "C", "C", "F", "C", "C", "C", "C", "O", "O", "C", "C", "N", "H", "H", "H", "H", "H", "H", "H", "H", "H", "H", "H", "C", "C", "C", "O", "C", "H", "H", "H", "H", "H", "H", "H", "H", "C", "C", "C", "O", "C", "H", "H", "H", "H", "H", "H", "H", "H"], "coordinates": [[1.89627, 3.04404, -0.88055], [2.68655, 1.88096, -1.48551], [1.87548, 0.65013, -1.95841], [1.73012, 0.61430, -3.31085], [0.52365, 0.60638, -1.30417], [-0.60485, 1.13180, -1.91006], [-1.82001, 1.09582, -1.23994], [-3.04246, 1.68411, -1.88392], [-4.06111, 1.09698, -1.97519], [-2.92448, 2.96047, -2.28676], [-1.89270, 0.50267, 0.01441], [-0.75088, -0.01588, 0.56934], [0.42500, 0.05092, -0.08745], [1.51687, 2.81961, 0.11388], [1.08641, 3.38755, -1.51549], [2.57354, 3.88304, -0.75751], [3.41674, 1.55059, -0.75480], [3.18983, 2.25748, -2.37102], [2.39248, -0.25090, -1.62266], [-0.52045, 1.55314, -2.89776], [-2.01622, 3.19108, -2.51593], [-2.82958, 0.46531, 0.54460], [-0.75015, -0.49521, 1.53363], [1.27225, -0.32235, 0.32649], [4.29578, -4.15565, -2.86909], [4.70344, -4.41182, -1.42091], [4.59719, -3.02081, -0.81627], [3.55085, -2.34564, -1.53584], [3.20775, -3.10680, -2.70674], [3.94661, -5.04434, -3.39046], [5.13803, -3.74158, -3.42675], [3.98924, -5.08671, -0.94445], [5.69788, -4.83980, -1.31488], [5.52532, -2.45698, -0.94793], [4.34926, -3.03756, 0.24550], [2.22958, -3.57099, -2.54283], [3.13436, -2.43483, -3.56258], [-4.55425, 1.48276, 5.04937], [-5.44704, 0.70305, 4.08812], [-4.72818, 0.90605, 2.76384], [-3.33024, 1.02768, 3.07468], [-3.16897, 1.19518, 4.49222], [-4.65949, 1.17914, 6.08875], [-4.77386, 2.55009, 4.98161], [-5.45199, -0.35532, 4.35673], [-6.47706, 1.05225, 4.06441], [-5.05428, 1.82775, 2.27126], [-4.87315, 0.07292, 2.07317], [-2.75913, 0.26807, 4.90580], [-2.45997, 2.00186, 4.67886]]}